Entry 1:
DFT (the ωB97M-V functional and the def2-TZVPD basis) results for a cluster of 2 separate species, C6H10O in total.

Atoms and positions in Å:
C  -1.735  -0.939  -1.859
C  -1.313  0.232  -1.401
C  -0.050  0.900  -1.871
O  -2.051  0.891  -0.456
H  -1.179  -1.472  -2.606
H  -2.648  -1.378  -1.506
H  0.207  1.751  -1.240
H  -0.174  1.252  -2.894
H  0.784  0.204  -1.851
H  -1.633  1.733  -0.246
C  0.804  -1.434  1.034
C  1.215  -0.731  1.910
C  1.749  0.090  2.974
H  0.384  -2.006  0.263
H  0.989  0.804  3.298
H  2.628  0.634  2.630
H  2.026  -0.533  3.821

Calculated values
* HOMO energy: -0.318 Eh
* lowest unoccupied orbital energy: 0.76 eV
* SMILES: C=C(C)O.C#CC
* net charge: 0
* E: -309.75902 a.u.
* frontier orbital gap: 9.43 eV
* energy above the lowest of the compared OMol25 structures with the same formula, charge and spin: 52.30 kcal per mole

Löwdin atomic charge list, values in e, 5 entries: C 0.0271; C -0.4778; C -0.0383; O 0.0268; H 0.0574

=====

Entry 2:
DFT (the ωB97M-V functional and the def2-TZVPD basis) results for a cluster of 2 separate species, C6H10O in total.

Atoms and positions in Å:
C  -0.222  1.508  -0.464
C  -1.291  0.739  -0.226
C  -1.202  -0.764  -0.123
C  0.103  -1.348  -0.698
C  1.283  -0.408  -0.646
C  1.122  0.919  -0.600
H  -0.319  2.590  -0.509
H  -2.263  1.197  -0.052
H  -1.308  -1.045  0.934
H  -2.055  -1.211  -0.645
H  0.345  -2.287  -0.187
H  -0.048  -1.613  -1.755
H  2.279  -0.844  -0.720
H  1.983  1.585  -0.639
O  0.511  0.147  2.473
H  1.235  0.148  1.834
H  -0.152  0.688  2.022

Calculated values
* HOMO energy: -0.317 Eh
* lowest unoccupied orbital energy: 0.82 eV
* SMILES: C1=CCCC=C1.O
* net charge: 0
* E: -309.82510 a.u.
* frontier orbital gap: 9.46 eV
* energy above the lowest of the compared OMol25 structures with the same formula, charge and spin: 10.84 kcal per mole

Löwdin atomic charge list, values in e, 5 entries: C -0.1122; C -0.1111; C -0.1908; C -0.1774; C -0.1141

=====

Entry 3:
DFT (the ωB97M-V functional and the def2-TZVPD basis) results for an isolated molecule of C6H10O at a distorted geometry.

Atoms and positions in Å:
C  -0.443  0.671  -2.314
C  -0.861  -0.035  -1.264
C  -2.179  -0.769  -1.318
C  0.070  -0.306  -0.158
C  0.863  0.600  0.403
C  1.680  0.304  1.628
O  0.884  -0.399  2.562
H  -1.173  0.885  -3.089
H  0.558  1.011  -2.510
H  -2.115  -1.568  -2.053
H  -2.458  -1.187  -0.363
H  -2.959  -0.088  -1.680
H  0.107  -1.267  0.336
H  1.106  1.544  -0.066
H  2.569  -0.277  1.380
H  2.114  1.231  2.023
H  1.413  -0.584  3.357

Calculated values
* HOMO energy: -0.315 Eh
* lowest unoccupied orbital energy: 0.89 eV
* SMILES: C=C(C)/C=C/CO
* net charge: 0
* E: -309.79192 a.u.
* frontier orbital gap: 9.46 eV
* energy above the lowest of the compared OMol25 structures with the same formula, charge and spin: 31.66 kcal per mole

Löwdin atomic charge list, values in e, 5 entries: C 0.0357; C -0.3573; C -0.0618; C -0.0783; C -0.0781

=====

Entry 4:
DFT (the ωB97M-V functional and the def2-TZVPD basis) results for a structure of composition C6H10O.

Atoms and positions in Å:
C  1.566  0.973  1.001
C  1.162  -0.754  -1.026
O  1.107  -0.339  0.720
C  -0.330  -0.623  0.640
C  -1.280  0.527  0.274
C  -1.296  0.039  -1.198
C  -0.325  -1.103  -0.810
H  1.243  1.277  2.001
H  2.654  0.914  0.957
H  1.222  1.676  0.239
H  1.732  -1.687  -0.860
H  -0.593  -1.251  1.495
H  -0.918  1.541  0.460
H  -2.242  0.420  0.784
H  -2.284  -0.278  -1.542
H  -0.858  0.733  -1.921
H  -0.636  -2.124  -1.051

Calculated values
* HOMO energy: -0.275 Eh
* lowest unoccupied orbital energy: 0.92 eV
* net charge: 0
* E: -309.65780 a.u.
* frontier orbital gap: 8.40 eV
* energy above the lowest of the compared OMol25 structures with the same formula, charge and spin: 115.82 kcal per mole

Löwdin atomic charge list, values in e, 5 entries: C -0.0645; C 0.0840; O -0.2415; C -0.2392; C -0.1104